Entry 1:
# C18H18N2O2

One molecule with the formula C18H18N2O2 in a non-equilibrium geometry (the ωB97M-V functional and the def2-TZVPD basis, OMol25).

Properties
Frontier orbital gap in Ha: 0.31791
LUMO level in eV: 0.48
Structure (SMILES): CC1(C)c2ccccc2N2CC(=O)N[C@@]21/C=C/c1ccco1
E_tot in a.u.: -956.61473
HOMO energy in eV: -8.17

Structure (XYZ):
```
40
C18H18N2O2 (the ωB97M-V functional and the def2-TZVPD basis)
C -0.8927 0.0588 5.4168
C -1.3152 -0.4442 -3.2251
C -0.9941 0.2071 4.0498
H 1.7160 2.9696 -0.1394
H 1.8851 2.4199 -1.7807
N 2.0346 -0.0528 -0.1071
H -1.3573 -2.3745 0.2813
C -1.5499 -1.5006 -0.3755
H 1.7657 -1.8671 -1.9557
H -2.1330 0.1295 -5.0872
O 0.4156 -1.4880 4.4338
C 2.7327 1.0993 -0.2527
C -0.5690 -0.0326 -2.0829
C -1.1095 1.7672 -4.0795
H 0.8830 -1.6159 1.9131
N 0.4476 1.4901 -0.6770
H 0.1894 -1.3433 6.6360
C 0.6144 0.1405 -0.1003
C -0.1487 -0.9581 -1.0259
C 0.7648 -2.0709 -1.6207
H -0.4355 1.2396 1.5809
C -1.5788 0.4519 -4.2142
C -0.1983 1.2452 -1.8650
H 0.1385 -2.4990 -2.4937
H -1.2640 2.6411 -4.7440
C -0.4612 2.1326 -2.9204
C 1.7767 2.1406 -0.7496
H -1.6852 0.8748 3.5469
H -0.2422 3.1894 -2.7047
H 2.4644 -0.7869 0.5031
C 0.4217 -0.6856 2.2040
H -1.4250 0.4836 6.2693
H -2.1793 -1.6898 -1.1650
C -0.0704 -0.9694 5.6431
H 0.8969 -2.8645 -0.8516
H -1.9537 -0.7041 0.2569
C -0.1202 -0.6917 3.5151
C 0.1734 0.2997 1.3312
H -1.5378 -1.4864 -3.5274
O 3.9003 1.1447 0.1638
```

***

Entry 2:
# C18H18N2O4S2

One molecule with the formula C18H18N2O4S2 in a non-equilibrium geometry (the ωB97M-V functional and the def2-TZVPD basis, OMol25).

Properties
Frontier orbital gap in Ha: 0.25359
LUMO level in eV: -1.38
Structure (SMILES): CN1C(=O)/C(=C2\SC(=S)N(CCCCCC(=O)O)C2=O)c2ccccc21
E_tot in a.u.: -1903.64482
HOMO energy in eV: -8.28

Structure (XYZ):
```
44
C18H18N2O4S2 (the ωB97M-V functional and the def2-TZVPD basis)
H 2.3674 -1.9225 2.6907
O 0.9306 -3.2133 0.7294
C -2.3817 2.0236 -0.6258
H -4.6280 -2.6259 -1.1773
C 2.6830 -0.3465 -1.5881
H 0.1262 -3.4581 0.2350
C -1.1040 -0.1711 -1.1589
S 4.1955 -0.9290 -1.7911
C 1.0180 1.2341 -1.1714
C 3.3485 2.0521 0.7504
H 4.1019 0.0444 0.9020
C 0.2186 0.0199 -1.3893
C -3.7292 -2.6935 -0.5614
H 3.1077 2.8433 -1.2469
N -2.9039 -1.5325 -0.7508
H -5.3540 -0.4139 0.0660
H 1.8234 0.3668 2.8316
C -4.5296 0.2539 -0.1293
N 2.3635 0.9176 -1.2128
C -3.6230 2.4965 -0.2270
H -4.0161 -2.7921 0.4875
H 4.3222 1.5378 -1.1216
H 2.9115 -1.8068 1.0265
C -1.6059 -1.5704 -1.1345
C -4.6767 1.6292 0.0177
H 1.3718 0.4478 1.1537
O 0.6108 2.3523 -0.9555
H 2.4296 2.5519 1.0602
H -1.5604 2.6958 -0.8099
H -5.6320 2.0246 0.3291
C 3.4939 0.7221 1.5037
C -2.2151 0.6548 -0.7739
H 4.0395 0.8958 2.4320
C 2.1405 0.0712 1.8309
O -0.2204 -1.3811 1.2681
H 4.1839 2.7101 0.9934
H -3.7703 3.5584 -0.1036
C -3.2984 -0.2188 -0.5274
C 0.8213 -1.9896 1.2370
C 3.3478 1.8872 -0.7748
O -0.9461 -2.5704 -1.3806
S 1.2384 -1.3317 -1.7982
H -3.1504 -3.5660 -0.8619
C 2.1499 -1.4582 1.7273
```

***

Entry 3:
# C18H18N2O6

One molecule with the formula C18H18N2O6 in a non-equilibrium geometry (the ωB97M-V functional and the def2-TZVPD basis, OMol25).

Properties
Frontier orbital gap in Ha: 0.33935
LUMO level in eV: 0.43
Structure (SMILES): O=C(OCC(=O)N1CCN(C(=O)c2ccco2)CC1)c1ccccc1O
E_tot in a.u.: -1257.69394
HOMO energy in eV: -8.81

Structure (XYZ):
```
44
C18H18N2O6 (the ωB97M-V functional and the def2-TZVPD basis)
C -4.0161 0.7313 -0.4647
C 3.9491 -0.9177 -0.1404
C -5.3021 2.4679 0.0822
H -1.4462 -1.9837 2.3145
H 7.2546 1.0191 0.2350
H 5.1352 -2.6890 -0.0631
C 6.3301 -0.9127 0.0937
O -1.2145 1.3947 1.3102
H 7.2615 -1.4534 0.1716
O 2.6056 2.4485 -0.1612
O 5.2091 2.5175 0.0773
C 3.9298 0.4802 -0.1101
C -1.5414 -2.0012 -1.1536
C -0.6202 0.5943 0.6174
C 6.3367 0.4629 0.1297
H -0.1255 0.8575 -1.4567
C -2.9647 -1.7761 0.7414
C 5.1431 1.1854 0.0323
H -3.6648 2.6553 -1.4235
H -5.7363 3.4442 0.1414
H 0.4402 2.1568 -0.3691
H -0.1033 -2.6529 0.3676
H -6.4445 1.1982 1.5121
N -0.7503 -0.7469 0.7864
O -2.3881 0.3407 -2.0681
O -4.9083 0.3097 0.4639
H -2.1728 -0.3593 2.2203
C -4.2270 2.0628 -0.7325
N -2.7285 -1.3601 -0.6227
H -1.7353 -3.0712 -1.2584
C -1.8275 -1.2145 1.6376
H -1.3485 -1.5721 -2.1371
O 1.6052 0.4499 -0.4144
C -0.3541 -1.7417 -0.1840
C -5.6749 1.3606 0.7827
H 0.5271 -1.4133 -0.7269
H -2.9579 -2.8697 0.7502
H -3.9368 -1.4374 1.0868
H 3.0145 -1.4463 -0.2416
C 0.3267 1.0740 -0.4814
H 4.2977 2.8823 0.0097
C -2.9845 -0.0975 -1.0932
C 2.6748 1.2333 -0.2221
C 5.1335 -1.6103 -0.0393
```

***

Entry 4:
# C18H18N4O3S2

One molecule with the formula C18H18N4O3S2 in a non-equilibrium geometry (the ωB97M-V functional and the def2-TZVPD basis, OMol25).

Properties
Frontier orbital gap in Ha: 0.32478
LUMO level in eV: 0.35
Structure (SMILES): COC(=O)CSc1nnc(CNC(=O)c2cccs2)n1-c1cccc(C)c1
E_tot in a.u.: -1937.87090
HOMO energy in eV: -8.48

Structure (XYZ):
```
45
C18H18N4O3S2 (the ωB97M-V functional and the def2-TZVPD basis)
H -1.1792 3.6706 -5.9642
C 1.3859 -1.8517 1.8613
C 2.1075 0.3431 1.1648
C -2.5546 -1.0584 -0.1091
C 1.3046 0.2735 0.0423
C -1.6865 -0.9685 -1.3142
H -1.9123 0.7787 0.7033
H -0.6703 -0.9233 4.7459
H 2.7526 -0.6256 2.9564
S -0.6491 1.9297 2.5518
N -2.1073 -0.8656 -2.5424
H -0.2986 4.0377 -4.4462
C 0.5477 -0.8731 -0.1674
H 0.5590 1.1140 5.8405
N -2.0894 -0.1848 0.9426
C -0.5424 0.0348 4.2768
C 0.5989 -1.9350 0.7192
C -1.6902 -0.6662 2.1466
N -0.3144 -0.9260 -1.2852
C 0.1382 2.2197 4.0456
H 2.6999 1.2279 1.3425
H 2.2295 0.6233 -5.0792
O -1.8608 -1.8245 2.4823
H 0.3433 -3.1464 3.1724
H 1.2484 1.0906 -0.6609
H 1.9872 -2.7521 3.7102
H 0.6844 -0.2404 -5.3216
O 0.4475 2.0073 -3.0782
C 1.2799 0.3449 -4.6226
C -0.8742 3.2888 -4.9938
S 1.6628 -0.6548 -3.1587
C -1.0214 0.3021 3.0232
O -0.0737 2.1408 -5.2533
C 0.0222 -0.7936 -2.6009
C 1.3686 -2.9766 2.8454
H -1.7467 3.0064 -4.4019
C 0.5124 1.5832 -4.2005
N -1.0440 -0.7692 -3.3534
H 0.5673 3.1844 4.2318
C 2.1388 -0.7041 2.0708
C 0.1180 1.1313 4.8602
H 1.7288 -3.8948 2.3838
H -3.5753 -0.8065 -0.4137
H -2.5508 -2.0714 0.3093
H 0.0076 -2.8200 0.5383
```